1.
{
  "formula": "C38H61N3O2PtSSe",
  "method": "ωB97M-V/def2-TZVPD",
  "species": ["Pt", "C", "C", "C", "C", "C", "C", "C", "Se", "C", "C", "C", "C", "C", "C", "O", "C", "C", "C", "C", "C", "C", "C", "C", "C", "O", "C", "C", "C", "C", "C", "C", "H", "H", "H", "H", "H", "H", "H", "H", "H", "H", "H", "H", "H", "H", "H", "H", "H", "H", "H", "H", "H", "H", "H", "H", "H", "H", "H", "H", "H", "H", "H", "H", "H", "H", "H", "H", "H", "H", "H", "H", "C", "C", "C", "C", "C", "N", "H", "H", "H", "H", "H", "H", "H", "H", "H", "C", "N", "C", "C", "S", "N", "C", "C", "H", "H", "H", "H", "H", "H", "H", "H", "H", "H", "H", "H"],
  "coordinates": [[0.362, -1.195, -1.337], [-4.950, -1.776, 4.110], [-3.891, -0.665, 4.070], [-2.881, -0.924, 5.187], [-4.565, 0.688, 4.328], [-3.225, -0.666, 2.693], [-1.896, -0.970, 2.491], [-1.357, -1.053, 1.204], [0.412, -1.823, 1.138], [1.821, -0.493, 1.161], [2.130, 0.067, 2.396], [3.285, 0.803, 2.586], [4.136, 0.920, 1.486], [3.883, 0.363, 0.237], [2.678, -0.362, 0.041], [2.408, -0.879, -1.146], [4.889, 0.493, -0.913], [6.133, 1.286, -0.503], [4.249, 1.231, -2.101], [5.362, -0.902, -1.352], [3.606, 1.382, 3.965], [4.949, 2.111, 3.985], [3.665, 0.245, 4.995], [2.510, 2.375, 4.376], [-2.144, -0.871, 0.042], [-1.702, -1.088, -1.182], [-3.492, -0.459, 0.249], [-3.978, -0.410, 1.546], [-4.488, -0.112, -0.881], [-3.876, 0.078, -2.275], [-5.535, -1.230, -0.974], [-5.193, 1.213, -0.540], [-5.399, -1.842, 5.105], [-4.500, -2.742, 3.870], [-5.748, -1.591, 3.389], [-3.393, -0.913, 6.152], [-2.105, -0.154, 5.212], [-2.398, -1.897, 5.077], [-5.034, 0.697, 5.316], [-5.339, 0.901, 3.589], [-3.831, 1.496, 4.290], [-1.239, -1.160, 3.329], [1.437, -0.088, 3.217], [5.056, 1.473, 1.611], [5.885, 2.304, -0.191], [6.802, 1.359, -1.363], [6.682, 0.797, 0.305], [4.025, 2.266, -1.824], [3.329, 0.745, -2.421], [4.946, 1.252, -2.945], [5.835, -1.423, -0.516], [6.097, -0.807, -2.157], [4.529, -1.506, -1.707], [5.774, 1.442, 3.730], [5.134, 2.503, 4.988], [4.961, 2.954, 3.290], [4.393, -0.511, 4.692], [2.697, -0.247, 5.104], [3.958, 0.633, 5.975], [2.480, 3.222, 3.686], [2.699, 2.759, 5.383], [1.526, 1.903, 4.374], [-5.024, -0.158, 1.679], [-3.506, -0.856, -2.686], [-3.040, 0.780, -2.264], [-4.654, 0.469, -2.937], [-5.053, -2.187, -1.187], [-6.250, -1.018, -1.775], [-6.092, -1.335, -0.040], [-4.462, 2.015, -0.412], [-5.787, 1.154, 0.372], [-5.869, 1.491, -1.353], [-0.955, 3.005, -0.410], [0.021, 3.208, -1.579], [1.384, 3.689, -1.061], [-0.550, 4.201, -2.597], [0.200, 1.898, -2.233], [0.247, 0.834, -2.664], [-1.156, 3.973, 0.054], [-0.529, 2.337, 0.341], [-1.898, 2.577, -0.753], [1.245, 4.636, -0.537], [2.083, 3.845, -1.884], [1.819, 2.965, -0.370], [-0.659, 5.174, -2.116], [-1.528, 3.877, -2.955], [0.115, 4.310, -3.454], [-1.669, -2.324, -4.920], [-1.229, -3.263, -3.883], [-2.308, -3.668, -2.977], [0.046, -3.284, -3.465], [0.465, -3.663, -1.849], [1.000, -3.004, -4.387], [2.370, -2.728, -3.958], [0.911, -3.551, -5.739], [-2.305, -1.569, -4.457], [-2.241, -2.839, -5.693], [-0.823, -1.822, -5.374], [-3.226, -3.720, -3.563], [-2.416, -2.947, -2.167], [-2.096, -4.647, -2.553], [2.381, -2.044, -3.114], [2.889, -2.268, -4.798], [2.891, -3.643, -3.665], [-0.070, -3.977, -5.920], [1.655, -4.344, -5.851], [1.110, -2.783, -6.488]],
  "lowdin_spin": [1.173, 0.000, 0.000, 0.000, 0.000, 0.000, 0.008, 0.017, 0.246, 0.022, 0.007, 0.002, 0.002, 0.003, 0.015, 0.047, 0.000, 0.000, 0.000, 0.000, 0.000, 0.000, 0.000, 0.000, 0.013, 0.054, 0.002, 0.001, 0.000, 0.000, 0.000, 0.000, 0.000, 0.000, 0.000, 0.000, 0.000, 0.000, 0.000, 0.000, 0.000, 0.005, 0.004, 0.000, 0.000, 0.000, 0.000, 0.000, 0.000, 0.000, 0.000, 0.000, 0.000, 0.000, 0.000, 0.000, 0.000, 0.000, 0.000, 0.000, 0.000, 0.000, 0.000, 0.000, 0.000, 0.000, 0.000, 0.000, 0.000, 0.000, 0.000, 0.000, 0.002, 0.004, 0.000, 0.002, 0.040, 0.065, 0.000, 0.000, 0.000, 0.000, 0.000, 0.000, 0.000, 0.000, 0.000, 0.003, 0.032, 0.002, 0.050, 0.134, 0.028, 0.003, 0.002, 0.001, 0.001, 0.000, 0.000, 0.000, 0.001, 0.001, 0.000, 0.001, 0.000, 0.001, 0.000],
  "spin_multiplicity": 3,
  "orbital_gap_ev": [6.996, 6.204],
  "total_charge": 0
}

2.
{
  "formula": "C4H5I2N",
  "method": "ωB97M-V/def2-TZVPD",
  "species": ["C", "C", "C", "C", "N", "I", "I", "H", "H", "H", "H", "H"],
  "coordinates": [[1.094, -0.263, 1.311], [-1.334, 0.681, 0.041], [-0.756, -0.315, -0.742], [1.593, -0.566, 0.086], [0.567, 0.166, 2.246], [2.075, -2.480, -0.784], [2.893, 1.149, -0.512], [-0.859, 1.577, -0.092], [-2.300, 0.954, -0.256], [-1.426, 0.464, 1.087], [-1.048, -1.363, -0.567], [-0.499, -0.003, -1.817]],
  "nbo_charge": [0.096, -0.744, -0.091, -0.529, -0.333, 0.241, 0.177, 0.237, 0.269, 0.260, 0.203, 0.213],
  "orbital_gap_ev": [7.559, 7.435],
  "total_charge": 0,
  "de_lowest_kcal_mol": 70.7
}

3.
{
  "formula": "C25H40Br16O5",
  "method": "ωB97M-V/def2-TZVPD",
  "species": ["C", "C", "C", "C", "O", "C", "C", "C", "O", "C", "O", "O", "C", "O", "H", "H", "H", "H", "H", "H", "H", "H", "Br", "C", "C", "Br", "H", "H", "H", "H", "Br", "C", "C", "Br", "H", "H", "H", "H", "Br", "C", "C", "Br", "H", "H", "H", "H", "Br", "C", "C", "Br", "H", "H", "H", "H", "Br", "C", "C", "Br", "H", "H", "H", "H", "Br", "C", "C", "Br", "H", "H", "H", "H", "Br", "C", "C", "Br", "H", "H", "H", "H", "Br", "C", "C", "Br", "H", "H", "H", "H"],
  "coordinates": [[-2.445, 2.581, 6.033], [-2.168, 2.276, 4.666], [-1.846, 2.401, 3.030], [-2.555, 3.395, 2.172], [-3.610, 4.329, 2.599], [-4.920, 3.856, 2.054], [-5.614, 2.670, 2.969], [-6.383, 1.508, 2.052], [-6.518, 3.275, 3.968], [-1.908, 3.177, 0.672], [-2.198, 3.934, -0.401], [-0.965, 2.024, 0.786], [-0.776, 1.516, 2.157], [0.019, 0.571, 2.666], [-2.740, 3.066, 7.083], [-5.656, 4.767, 1.934], [-4.733, 3.418, 0.982], [-4.737, 2.151, 3.584], [-6.296, 1.702, 0.900], [-5.852, 0.488, 2.290], [-7.499, 1.427, 2.434], [-6.274, 2.869, 4.867], [-3.865, 0.068, -2.038], [-2.048, -0.599, -2.269], [-1.119, 0.494, -2.745], [-1.371, 0.858, -4.644], [-2.104, -1.449, -2.955], [-1.748, -0.956, -1.280], [-0.076, 0.181, -2.652], [-1.259, 1.442, -2.217], [0.481, 6.946, 1.660], [1.901, 5.616, 1.796], [1.610, 4.414, 0.928], [0.266, 3.261, 1.745], [2.007, 5.369, 2.857], [2.804, 6.128, 1.455], [2.499, 3.786, 0.827], [1.241, 4.677, -0.068], [-1.960, 1.373, -8.590], [-3.207, 2.495, -7.595], [-3.495, 3.781, -8.334], [-2.015, 5.040, -8.164], [-2.774, 2.652, -6.603], [-4.115, 1.894, -7.499], [-4.356, 4.293, -7.896], [-3.669, 3.637, -9.404], [2.542, -4.028, 4.803], [2.499, -2.197, 4.134], [1.774, -2.114, 2.811], [2.891, -2.764, 1.351], [3.536, -1.851, 4.083], [1.968, -1.626, 4.901], [1.552, -1.073, 2.558], [0.847, -2.695, 2.787], [4.936, 1.257, 1.072], [5.488, -0.358, 0.128], [5.761, -0.073, -1.330], [4.101, 0.110, -2.338], [4.703, -1.104, 0.285], [6.400, -0.686, 0.634], [6.285, -0.913, -1.796], [6.336, 0.843, -1.493], [-0.535, -2.040, -7.276], [0.067, -3.499, -6.131], [0.603, -2.978, -4.818], [2.391, -2.230, -5.033], [0.802, -4.072, -6.703], [-0.821, -4.116, -5.967], [0.721, -3.793, -4.098], [-0.019, -2.196, -4.375], [8.940, -4.075, 0.941], [7.498, -4.691, 2.101], [6.308, -3.762, 2.036], [6.625, -2.136, 3.066], [7.917, -4.790, 3.107], [7.233, -5.683, 1.724], [5.432, -4.224, 2.498], [6.056, -3.450, 1.019], [-2.910, -6.891, 3.049], [-1.190, -6.464, 2.235], [-0.710, -5.095, 2.658], [-1.664, -3.686, 1.704], [-1.314, -6.565, 1.153], [-0.506, -7.239, 2.592], [0.342, -4.956, 2.392], [-0.839, -4.900, 3.726]],
  "lowdin_charge": [0.081, 0.004, -0.087, -0.083, -0.079, -0.093, -0.325, -0.056, -0.115, -0.262, 0.034, -0.309, -0.497, -0.029, 0.075, 0.159, 0.129, 0.131, 0.077, 0.083, 0.094, 0.120, 0.599, -0.693, -0.681, 0.637, 0.046, 0.054, 0.058, 0.040, 0.621, -0.681, -0.503, 1.286, 0.055, 0.059, 0.055, 0.077, 0.584, -0.702, -0.698, 0.597, 0.008, 0.063, 0.058, 0.052, 0.602, -0.663, -0.660, 0.680, 0.030, 0.066, 0.034, -0.003, 0.594, -0.739, -0.682, 0.585, -0.041, 0.008, 0.061, 0.054, 0.580, -0.690, -0.693, 0.595, 0.052, 0.057, 0.059, 0.022, 0.600, -0.690, -0.705, 0.643, 0.055, 0.060, 0.033, 0.038, 0.602, -0.693, -0.707, 0.614, 0.053, 0.060, 0.033, 0.054],
  "orbital_gap_ev": 6.606,
  "total_charge": 0
}

4.
{
  "formula": "C30H38Cl15O6P",
  "method": "ωB97M-V/def2-TZVPD",
  "species": ["C", "C", "O", "O", "C", "C", "C", "C", "C", "C", "O", "C", "C", "C", "O", "C", "C", "C", "O", "C", "C", "Cl", "C", "C", "P", "C", "C", "C", "C", "C", "O", "H", "H", "H", "H", "H", "H", "H", "H", "H", "H", "H", "H", "H", "H", "H", "H", "H", "H", "H", "H", "H", "H", "H", "H", "C", "Cl", "Cl", "H", "H", "C", "Cl", "Cl", "H", "H", "C", "Cl", "Cl", "H", "H", "C", "Cl", "Cl", "H", "H", "C", "Cl", "Cl", "H", "H", "C", "Cl", "Cl", "H", "H", "C", "Cl", "Cl", "H", "H"],
  "coordinates": [[0.083, -3.184, -1.672], [-1.265, -3.646, -2.220], [-1.702, -4.729, -1.968], [-1.875, -2.737, -3.034], [-3.189, -2.374, -2.605], [-3.213, -1.239, -1.564], [-2.216, -0.124, -1.806], [-1.623, 0.142, -3.033], [-0.724, 1.199, -3.209], [-0.375, 2.017, -2.145], [0.525, 3.034, -2.305], [1.832, 2.713, -1.842], [2.763, 2.471, -3.059], [4.150, 3.119, -2.878], [2.858, 1.054, -3.291], [-0.963, 1.759, -0.901], [-1.870, 0.717, -0.728], [-2.437, 0.508, 0.653], [-3.596, 0.266, 0.871], [-1.422, 0.678, 1.764], [-1.359, -0.147, 2.876], [-2.490, -1.453, 3.093], [-0.371, 0.064, 3.839], [0.536, 1.098, 3.652], [1.901, 1.418, 4.871], [3.433, 1.093, 3.858], [1.855, -0.093, 5.943], [0.486, 1.945, 2.538], [-0.506, 1.724, 1.589], [-0.625, 2.560, 0.334], [-0.477, 3.753, 0.339], [0.301, -3.766, -0.779], [-0.016, -2.113, -1.467], [0.834, -3.359, -2.446], [-3.654, -3.247, -2.131], [-3.837, -2.143, -3.455], [-4.241, -0.860, -1.533], [-3.057, -1.696, -0.581], [-1.842, -0.489, -3.884], [-0.215, 1.415, -4.133], [1.821, 1.847, -1.173], [2.270, 3.536, -1.264], [2.228, 2.894, -3.916], [4.249, 3.961, -3.565], [4.952, 2.411, -3.080], [4.315, 3.508, -1.866], [3.108, 0.641, -2.457], [-0.362, -0.600, 4.696], [3.170, 0.349, 3.086], [4.224, 0.647, 4.461], [3.746, 1.983, 3.309], [1.029, -0.059, 6.654], [1.744, -0.997, 5.327], [2.824, -0.196, 6.439], [1.183, 2.765, 2.385], [-4.295, -3.500, 5.888], [-3.847, -3.173, 7.572], [-3.555, -4.992, 5.299], [-5.373, -3.596, 5.826], [-3.960, -2.675, 5.272], [1.427, 5.561, -5.428], [1.206, 3.886, -5.957], [3.129, 5.958, -5.183], [1.026, 6.219, -6.191], [0.894, 5.702, -4.494], [5.071, -0.463, 0.504], [3.685, 0.572, 0.139], [4.859, -1.320, 2.032], [5.181, -1.191, -0.291], [5.959, 0.155, 0.570], [-5.321, -0.058, 5.924], [-3.880, 0.958, 6.042], [-5.406, -0.883, 4.362], [-5.289, -0.803, 6.712], [-6.201, 0.565, 6.036], [6.590, 1.208, -6.144], [5.172, 0.796, -5.176], [7.760, 2.159, -5.215], [7.069, 0.293, -6.473], [6.270, 1.791, -7.000], [-3.436, -9.111, 6.271], [-2.396, -8.133, 5.228], [-4.058, -8.179, 7.637], [-4.273, -9.473, 5.685], [-2.859, -9.946, 6.652], [-2.788, 2.556, -6.624], [-3.375, 1.747, -8.085], [-2.070, 1.420, -5.471], [-2.035, 3.283, -6.908], [-3.623, 3.052, -6.142]],
  "lowdin_charge": [0.037, -0.519, 0.128, -0.034, -0.165, -0.093, -0.127, -0.080, -0.085, -0.209, -0.037, -0.146, -0.382, -0.059, -0.110, -0.005, -0.027, -0.291, 0.107, -0.099, -0.545, 0.719, -0.101, -0.368, 0.902, -0.333, -0.317, -0.026, -0.074, -0.267, 0.153, 0.087, 0.076, 0.093, 0.123, 0.129, 0.134, 0.119, 0.079, 0.057, 0.076, 0.128, 0.064, 0.033, 0.027, 0.073, 0.030, 0.093, -0.036, 0.029, 0.027, 0.034, 0.039, 0.033, 0.121, -1.064, 0.513, 0.497, 0.023, -0.077, -0.989, 0.559, 0.540, 0.023, 0.030, -0.972, 0.598, 0.558, 0.031, 0.033, -0.992, 0.518, 0.535, -0.007, 0.027, -1.011, 0.582, 0.495, 0.022, 0.025, -1.022, 0.485, 0.497, 0.024, 0.022, -0.971, 0.507, 0.702, 0.013, 0.029],
  "orbital_gap_ev": 7.847,
  "total_charge": 0
}